18
Properties=species:S:1:pos:R:3:forces:R:3:mulliken_charge:R:1 method="wB97M-V/def2-TZVPD" e_homo_ev=-9.6 homo_lumo_gap_ev=10.270 de_lowest_kcal_mol=46.3 e_tot_ha=-418.3871 multiplicity=1 lumo_ev=0.68
C -1.362321 -1.558331 0.645569 -0.82 1.29 -0.74 -0.77
C -0.388108 -0.707408 1.447912 -4.21 -1.16 2.53 0.61
N -0.991339 0.137521 2.361241 6.37 0.57 -1.95 -0.38
O 0.752331 -0.976495 1.467175 3.93 0.10 -0.62 -0.54
H -2.363583 -1.025328 0.575262 1.19 -0.87 -0.37 0.31
H -1.503693 -2.603459 0.942127 0.23 0.45 0.64 0.30
H -0.809299 -1.630642 -0.290293 -0.71 0.05 -0.55 0.15
H -0.515013 0.726881 3.002657 1.24 0.10 0.09 0.21
H -1.858844 0.118196 2.581152 -7.31 -0.57 0.91 0.13
C -0.090114 1.153448 -1.540921 3.85 1.37 -6.28 -1.05
C 1.512539 1.277175 -1.344119 -1.98 -1.98 0.02 0.64
N 2.097952 0.037879 -1.124510 0.89 1.12 -0.79 -0.34
O 2.125523 2.282090 -1.526192 0.55 1.03 -0.21 -0.57
H -0.257934 0.204126 -2.026651 -0.30 -0.51 0.39 0.37
H -0.347066 1.911778 -2.479601 0.72 -1.59 2.64 0.26
H -0.700594 1.365031 -0.790084 -2.38 0.84 3.47 0.29
H 3.121157 -0.054134 -1.266776 -1.29 0.19 0.60 0.22
H 1.578406 -0.658329 -0.633947 0.03 -0.43 0.20 0.17

14
Properties=species:S:1:pos:R:3:forces:R:3:mulliken_charge:R:1 method="wB97M-V/def2-TZVPD" e_homo_ev=-9.6 homo_lumo_gap_ev=10.546 de_lowest_kcal_mol=90.4 e_tot_ha=-324.5805 multiplicity=1 lumo_ev=0.90
O -0.663101 -1.084733 -1.649874 0.16 -0.21 -0.29 -0.55
C -0.991685 -0.154811 -0.654194 0.12 0.42 -0.13 0.01
C -0.822143 -0.431708 0.838759 -0.52 2.07 0.77 -0.48
C 0.587055 -0.146860 1.197889 0.47 0.13 0.32 0.01
C 1.371642 0.147854 -0.070087 0.16 -0.19 -0.18 -0.69
C 0.099208 0.898818 -0.479855 0.21 0.29 -0.43 -0.09
N -0.246271 1.046581 0.997746 0.30 0.01 -0.40 -0.61
H -0.846902 -1.987584 -1.403077 -0.23 -0.28 0.29 0.33
H -1.973379 0.276533 -0.881210 0.16 0.12 0.26 0.32
H -1.537442 -0.108489 1.604170 -0.66 -2.21 -0.17 0.39
H 0.979588 -0.415750 2.172767 -0.01 0.05 -0.12 0.37
H 1.736740 -0.666744 -0.696915 -0.06 0.03 0.04 0.25
H 2.176961 0.854761 0.155493 -0.18 -0.12 -0.07 0.29
H 0.129727 1.772131 -1.131612 0.07 -0.10 0.11 0.45

12
Properties=species:S:1:pos:R:3:forces:R:3:mulliken_charge:R:1 method="wB97M-V/def2-TZVPD" e_homo_ev=-10.3 homo_lumo_gap_ev=10.842 de_lowest_kcal_mol=76.2 e_tot_ha=-914.4679 multiplicity=1 lumo_ev=0.55
F 1.502563 -0.525746 1.506202 0.06 0.97 -0.92 -0.31
C 0.776738 0.137987 0.506032 -1.64 0.05 -0.26 -0.06
C 1.481348 1.386098 -0.250842 0.63 -4.45 0.02 0.32
F 0.796321 2.443750 -0.219090 -2.51 3.48 0.19 -0.22
F 1.598191 1.016113 -1.620649 -0.21 0.11 1.16 -0.30
H -0.338191 0.174538 0.907894 2.47 1.03 -0.77 0.16
H 0.675298 -0.483024 -0.368313 0.11 -1.02 0.05 0.17
H 2.471826 1.580473 0.060836 1.26 -0.07 0.59 0.20
C -1.944857 -1.370198 -0.846506 -1.06 -0.74 4.80 -0.16
C -2.171089 -1.571170 0.358752 -0.06 0.79 -4.25 -0.10
Cl -2.917626 -1.709020 1.822027 0.52 -0.14 -0.02 -0.12
H -1.930523 -1.079803 -1.856342 0.44 -0.02 -0.60 0.41

122
Properties=species:S:1:pos:R:3:forces:R:3:lowdin_spin:R:1 method="wB97M-V/def2-TZVPD" e_homo_ev="-15.1 / -15.1" homo_lumo_gap_ev="6.230 / 5.000" de_lowest_kcal_mol=1.7 e_tot_ha=-6279.9178 multiplicity=6 lumo_ev="-8.88 / -10.05" charge=+3
Mn 0.088682 -1.133989 -0.254816 0.03 -0.36 0.18 4.30
C -5.113178 -0.944356 -0.948821 -0.02 0.00 0.00 0.00
C -3.807804 -1.274957 -0.219665 -0.06 0.04 -0.05 0.00
C -3.748989 -0.602915 1.146454 -0.02 0.02 0.06 0.00
P -2.310093 -0.866728 -1.216194 0.19 -0.03 -0.04 0.00
C -2.588766 0.895515 -1.693399 -0.20 0.00 -0.07 0.03
N -1.494686 1.810849 -1.470345 0.24 0.10 -0.09 0.26
Ge 0.042117 1.465790 -0.184487 0.08 0.13 0.07 -0.14
N -0.630537 1.776022 1.527304 -0.04 0.01 -0.01 -0.03
C -0.711641 0.819641 2.616009 0.14 -0.06 0.09 0.00
P 0.219132 -0.747298 2.313813 -0.07 0.06 -0.22 0.01
C -0.677157 -2.088306 3.211492 -0.04 0.03 0.08 0.00
C 0.255015 -3.292387 3.369593 0.05 -0.02 -0.03 0.00
C -1.332536 -1.697266 4.536861 0.02 0.04 0.06 0.00
C 1.856640 -0.482604 3.123090 0.00 0.04 0.09 0.00
C 1.801997 -0.387219 4.651466 -0.01 0.00 0.01 0.00
C 2.506900 0.786825 2.568461 -0.03 0.06 -0.01 0.00
C -1.423055 2.925991 1.646470 0.03 0.13 -0.07 0.00
C -2.369805 3.154428 2.643858 0.02 -0.02 -0.04 0.00
C -3.118361 4.324914 2.632351 -0.02 0.00 0.03 0.00
C -2.954901 5.279430 1.641160 0.00 0.02 -0.02 0.00
C -2.002720 5.074304 0.652345 -0.06 -0.05 0.05 0.00
C -1.245809 3.918928 0.676806 -0.04 0.09 0.05 0.01
N -0.178274 3.669249 -0.281681 0.20 -0.18 0.09 0.03
C -0.550367 3.939894 -1.630839 -0.06 -0.10 -0.15 0.14
C -0.184313 5.050448 -2.350300 -0.01 -0.02 0.07 -0.01
C -0.746207 5.240823 -3.609874 0.03 0.04 -0.01 0.19
C -1.678303 4.329090 -4.135755 -0.06 -0.05 -0.04 0.02
C -2.018448 3.193909 -3.451401 -0.02 0.00 -0.08 0.09
C -1.401860 2.930856 -2.198290 0.15 0.11 0.15 0.08
C 1.130969 4.178092 0.081785 0.16 -0.01 0.01 0.00
C 1.345184 5.442364 0.590179 0.06 -0.05 0.04 0.00
C 2.650674 5.855743 0.824630 -0.04 0.05 0.02 0.00
C 3.701609 5.000014 0.537914 0.04 -0.02 0.00 0.00
C 3.481923 3.717880 0.045308 -0.01 0.08 0.02 0.00
C 2.178037 3.288870 -0.176787 -0.35 -0.24 0.00 0.00
N 1.802702 1.996008 -0.610515 -0.34 0.45 -0.09 -0.05
C 2.884536 1.116988 -0.956781 0.17 -0.11 0.09 0.00
P 2.375193 -0.628973 -1.168764 -0.11 -0.02 -0.02 -0.02
C 2.405054 -0.954462 -2.980155 0.10 0.00 -0.11 0.00
C 1.599548 0.159918 -3.660900 0.00 0.03 0.00 0.00
C 3.789406 -1.069377 -3.621943 0.01 -0.02 0.02 0.00
C 3.688035 -1.517681 -0.220920 0.10 0.09 0.01 0.00
C 3.469934 -3.023680 -0.136073 -0.02 -0.07 -0.02 0.00
C 5.125235 -1.190293 -0.646640 0.02 -0.02 -0.03 0.00
C -2.584887 -1.734745 -2.827080 -0.17 0.13 -0.01 0.00
C -2.873136 -3.228291 -2.672968 -0.01 -0.05 0.04 0.00
C -1.463444 -1.434590 -3.814012 0.10 -0.07 0.00 0.00
H -5.955101 -1.233882 -0.319202 0.01 -0.02 0.00 0.00
H -5.221840 -1.468878 -1.897888 0.00 0.00 0.04 0.00
H -5.215338 0.126751 -1.131364 -0.02 -0.01 -0.01 0.00
H -3.763294 -2.357803 -0.079090 0.03 -0.01 -0.02 0.00
H -3.887748 0.479472 1.076443 0.04 0.01 -0.02 0.00
H -2.801194 -0.796460 1.647676 0.05 -0.04 0.03 0.00
H -4.544566 -0.992083 1.782394 -0.03 0.04 -0.01 0.00
H -3.444766 1.273308 -1.123220 0.01 -0.05 0.01 0.01
H -2.891698 0.888433 -2.741963 0.00 0.01 0.04 0.01
H -1.746962 0.548353 2.831148 -0.05 -0.06 -0.06 0.00
H -0.325635 1.275061 3.536453 0.00 -0.02 -0.03 0.00
H -1.472217 -2.379291 2.516568 0.02 0.03 0.00 0.00
H 1.034990 -3.101359 4.105301 0.00 0.00 0.00 0.00
H 0.732182 -3.583920 2.429481 -0.03 0.04 0.04 0.00
H -0.318772 -4.150937 3.717089 -0.01 0.01 0.01 0.00
H -0.597659 -1.488186 5.311811 -0.02 0.01 -0.02 0.00
H -1.945374 -2.528539 4.887863 0.01 -0.02 -0.01 0.00
H -1.988483 -0.830154 4.448674 0.00 -0.03 0.00 0.00
H 2.454588 -1.356708 2.845912 0.00 -0.01 -0.03 0.00
H 1.075196 0.357622 4.981611 0.02 -0.01 0.01 0.00
H 2.776118 -0.061521 5.018686 0.02 -0.02 -0.01 0.00
H 1.570187 -1.331857 5.135934 0.00 0.00 -0.02 0.00
H 2.063707 1.675405 3.023216 -0.01 0.00 -0.02 0.00
H 2.396194 0.895131 1.490243 0.01 -0.06 0.02 0.00
H 3.570007 0.795983 2.811432 0.00 0.00 0.02 0.00
H -2.532208 2.444521 3.441934 0.03 -0.03 -0.01 0.00
H -3.842166 4.486304 3.419888 -0.01 0.02 -0.01 0.00
H -3.549312 6.181836 1.646536 0.00 0.00 -0.01 0.00
H -1.845928 5.812869 -0.124301 -0.01 0.01 0.00 0.00
H 0.494175 5.781496 -1.932243 0.00 -0.01 0.01 0.00
H -0.486606 6.121179 -4.182554 0.00 0.01 0.01 0.01
H -2.120143 4.529310 -5.102292 -0.01 -0.02 0.00 0.00
H -2.718052 2.497034 -3.889236 0.01 0.00 0.00 0.00
H 0.506733 6.091445 0.807767 0.02 0.02 0.01 0.00
H 2.843902 6.842396 1.221093 -0.01 0.00 0.00 0.00
H 4.719697 5.325160 0.704986 -0.01 0.02 0.00 0.00
H 4.336650 3.088275 -0.155829 -0.04 -0.04 -0.03 0.00
H 3.634583 1.096279 -0.157060 0.00 -0.01 -0.02 0.00
H 3.406728 1.465138 -1.855869 -0.04 -0.04 -0.01 0.00
H 1.883269 -1.908699 -3.118985 -0.03 0.01 0.02 0.00
H 2.197938 1.068844 -3.735985 -0.01 0.01 0.01 0.00
H 0.676041 0.411838 -3.131241 -0.01 -0.03 0.01 0.00
H 1.335564 -0.142858 -4.674169 0.01 0.01 -0.01 0.00
H 4.419705 -0.212398 -3.379079 0.00 0.00 0.00 0.00
H 3.678563 -1.093043 -4.706601 -0.01 -0.02 0.00 0.00
H 4.310509 -1.977171 -3.325569 -0.01 0.01 0.00 0.00
H 3.536446 -1.097042 0.781617 -0.03 -0.01 -0.03 0.00
H 3.487135 -3.494128 -1.124674 -0.01 0.01 0.01 0.00
H 2.540595 -3.280549 0.375841 0.00 0.02 0.03 0.00
H 4.280124 -3.476842 0.436308 0.01 0.00 -0.01 0.00
H 5.429683 -1.782298 -1.506805 0.00 0.01 0.01 0.00
H 5.802228 -1.436758 0.171675 -0.02 -0.01 0.01 0.00
H 5.278945 -0.139174 -0.889486 0.01 0.01 0.01 0.00
H -3.498896 -1.271381 -3.216067 0.04 -0.02 -0.03 0.00
H -2.135695 -3.772355 -2.079311 0.01 0.01 -0.02 0.00
H -2.897430 -3.693302 -3.658655 -0.03 0.00 0.00 0.00
H -3.839261 -3.410019 -2.202649 0.00 0.01 -0.01 0.00
H -0.494991 -1.817784 -3.476096 -0.01 -0.02 0.04 0.00
H -1.344257 -0.365291 -3.994822 0.00 0.02 0.00 0.00
H -1.678080 -1.907138 -4.772802 -0.01 0.01 -0.01 0.00
N 0.219711 -3.253712 -0.864697 0.06 0.12 -0.20 0.03
C -0.196156 -4.329751 0.031496 -0.04 0.00 0.02 0.01
C 0.642639 -5.404802 0.276360 -0.05 0.00 -0.02 0.00
C 0.214824 -6.418559 1.124735 0.05 -0.02 -0.02 0.00
C -1.044512 -6.367282 1.702358 -0.03 0.01 0.00 0.00
C -1.882336 -5.291416 1.440144 0.01 -0.03 0.02 0.00
C -1.452737 -4.265006 0.612767 0.03 -0.03 0.00 0.00
H 1.160712 -3.455801 -1.198716 -0.01 -0.01 0.12 0.00
H -0.354705 -3.301675 -1.706555 -0.01 -0.01 0.02 0.00
H 1.613741 -5.471853 -0.199916 0.01 0.01 0.00 0.00
H 0.864999 -7.261043 1.317762 0.00 0.00 0.00 0.00
H -1.375636 -7.169516 2.347263 -0.01 0.00 0.00 0.00
H -2.869374 -5.253135 1.882550 0.00 0.00 -0.01 0.00
H -2.099146 -3.418692 0.416027 0.01 0.02 -0.01 0.00

23
Properties=species:S:1:pos:R:3:forces:R:3:mulliken_charge:R:1 method="wB97M-V/def2-TZVPD" e_homo_ev=-8.9 homo_lumo_gap_ev=9.389 de_lowest_kcal_mol=52.5 e_tot_ha=-608.8791 multiplicity=1 lumo_ev=0.48
C -1.039266 -2.641272 -1.762586 1.53 0.61 -1.08 -0.66
N 0.369926 -2.367055 -1.485088 0.84 0.69 1.08 -0.66
N 0.490801 -1.182103 -0.704854 0.15 0.51 -0.40 0.47
C 0.287559 0.004607 -1.354199 -0.84 0.62 3.32 0.26
O 0.066821 0.220538 -2.486997 -0.08 0.02 -3.57 -0.58
C 0.064481 1.048992 -0.281185 1.27 -2.12 0.41 0.92
C -0.266529 2.352626 -0.485012 0.41 -1.11 1.45 -0.93
C -0.452493 3.107835 0.634836 0.26 -0.92 1.19 -0.28
C -0.340322 2.629478 1.931677 0.28 0.12 -0.46 -0.82
C 0.082651 1.316750 2.049584 0.20 -3.16 4.07 -0.09
C 0.282091 0.463631 0.992709 -1.25 1.51 -2.96 -0.37
C 0.580776 -0.998481 0.758162 -0.05 -2.84 0.37 0.01
O 1.915677 -1.359565 1.146082 -0.11 1.16 0.86 -0.55
H -1.308235 -1.682639 -2.307717 -0.54 -1.68 0.30 0.23
H -0.982813 -3.573952 -2.382123 -0.81 0.97 0.37 0.31
H -1.550616 -2.755153 -0.825830 -0.91 -0.26 0.24 0.23
H 0.906249 -3.126582 -1.074273 -0.18 0.29 0.09 0.25
H -0.335856 2.739259 -1.434832 -0.24 0.80 -2.06 0.58
H -0.622221 4.102561 0.545305 -0.83 2.95 -0.45 0.49
H -0.558140 3.333009 2.755561 0.33 -0.88 -0.34 0.37
H 0.191639 0.726622 3.059585 -0.26 1.83 -1.46 0.24
H -0.125915 -1.821744 1.224976 1.15 1.89 -0.52 0.21
H 2.343736 -0.537361 1.486217 -0.34 -1.03 -0.46 0.38